Entry from the OMol25 dataset: a molecular structure, C35H50CsN3OPS7 (wB97M-V/def2-TZVPD).

CARTESIAN COORDINATES (ANGSTROEM)
Cs  -0.87434  -0.96945  -1.06890
C  2.54210  -1.21957  -5.89494
C  3.38883  -0.92841  -4.66353
S  2.41580  -0.77263  -3.14382
C  2.71567  0.92053  -2.61234
C  2.01498  2.01664  -3.41251
S  0.20905  1.86490  -3.34604
C  -0.33570  1.46226  -5.01928
C  0.04052  0.09859  -5.58153
S  1.59860  0.17944  -6.51865
H  1.86989  -2.05971  -5.70946
H  3.19497  -1.52019  -6.71816
H  3.97532  -0.01969  -4.80834
H  4.09413  -1.75055  -4.52120
H  3.79073  1.12002  -2.56316
H  2.35079  0.93412  -1.58111
H  2.32885  2.00846  -4.45602
H  2.29081  2.98735  -2.99267
H  -0.05130  2.26154  -5.70796
H  -1.42294  1.51035  -4.91950
H  -0.74815  -0.23856  -6.25494
H  0.12906  -0.63778  -4.78435
S  -1.81206  -2.37351  1.60593
C  -0.80351  -3.70071  2.13088
C  -1.01061  -4.22576  3.41746
C  -0.23335  -5.23560  3.94769
C  0.79862  -5.78626  3.19774
C  1.01149  -5.30717  1.91624
C  0.23758  -4.28528  1.37648
S  0.70338  -3.73228  -0.25209
H  -1.80984  -3.79127  4.00495
H  -0.43611  -5.59153  4.95125
H  1.41847  -6.58002  3.59569
H  1.79455  -5.73010  1.29877
C  3.07824  3.26392  2.80345
C  2.84814  2.71504  1.39473
C  4.19430  2.50289  0.69907
C  2.05992  3.76547  0.59928
P  1.82624  1.13878  1.25416
C  0.39264  1.53026  2.32571
C  0.38254  1.52875  3.72291
C  -0.77669  1.80447  4.42603
C  -1.95089  2.10240  3.74744
C  -1.95720  2.12263  2.36450
C  -0.79484  1.83151  1.66571
C  2.72004  -0.30722  2.05451
C  1.63383  -1.30171  2.48187
C  3.52339  -0.96272  0.91945
C  3.65992  -0.05110  3.23434
H  3.63690  4.20298  2.74323
H  3.64883  2.58031  3.43055
H  2.13175  3.47444  3.30126
H  4.71325  3.46231  0.61651
H  4.06458  2.10290  -0.30805
H  4.84256  1.82194  1.25020
H  2.62459  4.70163  0.57103
H  1.09079  3.96893  1.05819
H  1.88315  3.43940  -0.42820
H  1.28640  1.29618  4.26792
H  -0.76607  1.77503  5.50843
H  -2.86061  2.30062  4.29949
H  -2.87050  2.33672  1.82238
H  -0.80832  1.82193  0.58222
H  0.83467  -1.40638  1.74273
H  1.14868  -1.01392  3.41448
H  2.08189  -2.28829  2.62346
H  2.86577  -1.29051  0.11211
H  4.03375  -1.84695  1.30919
H  4.27911  -0.29757  0.49621
H  3.15590  0.41057  4.08217
H  4.51291  0.57375  2.96467
H  4.05534  -1.01080  3.57800
N  -6.01998  4.85636  0.46315
C  -6.22936  3.52789  0.22212
O  -7.31366  3.00428  0.37002
C  -5.02568  2.76281  -0.24915
C  -5.00439  1.38530  -0.07461
C  -3.87194  0.68865  -0.47371
N  -2.81809  1.27536  -1.03051
C  -2.85323  2.58874  -1.22554
C  -3.92786  3.37703  -0.84749
H  -6.77763  5.36215  0.88942
H  -5.08697  5.20519  0.58907
H  -5.84439  0.87328  0.37177
H  -3.82302  -0.38624  -0.33030
H  -1.98091  3.02538  -1.70020
H  -3.90510  4.44001  -1.04834
S  -1.86331  -2.58314  -3.65600
C  -2.70851  -3.50186  -2.45047
N  -2.20509  -4.29671  -1.58788
C  -3.17497  -4.91061  -0.70153
C  -4.48228  -4.10473  -0.71379
S  -4.47877  -3.24480  -2.30537
H  -0.46567  -4.05208  -0.91588
H  -2.76370  -4.92884  0.31078
H  -3.34148  -5.94651  -1.02593
H  -4.47424  -3.38145  0.10329
H  -5.36094  -4.74220  -0.62686

- frontier orbital gap (Ha) = 0.1989
- DFT total energy (eV) = -129312.2323
- charge = -1

Entry from the OMol25 dataset: 3 unconnected molecules or ions with the total composition C4H13NO3 in a non-equilibrium geometry (wB97M-V/def2-TZVPD).

CARTESIAN COORDINATES (ANGSTROEM)
C  -2.75509  -0.07822  0.36629
C  -1.34675  -0.60221  0.41597
O  -0.72330  -0.77081  1.45943
O  -0.99303  -1.27542  -0.71992
H  -3.42694  -0.86289  0.71845
H  -3.03098  0.19126  -0.64942
H  -2.85132  0.77265  1.03630
H  -0.19109  -1.78207  -0.50709
C  2.49554  -1.05078  -0.95496
N  1.68053  -0.33228  0.02584
H  3.42191  -1.44750  -0.53037
H  1.91578  -1.88229  -1.35021
H  2.74555  -0.37395  -1.77138
H  1.39869  -0.93084  0.80332
H  2.21218  0.41329  0.46953
C  -0.19302  1.73199  -0.17062
O  0.04084  1.96856  1.21066
H  -1.23211  1.93764  -0.44453
H  0.38509  2.48892  -0.71319
H  0.58739  0.74675  -0.37386
H  -0.13985  1.13821  1.67977

- frontier orbital gap (Ha) = 0.3354
- DFT total energy (eV) = -11989.8844
- charge = 0
- SMILES = CC(=O)O.CN.CO